Entry A
Computed, not measured: a cluster of 4 separate species, C4H12N4O8 in total, with the ωB97M-V functional and the def2-TZVPD basis.

The calculation puts the LUMO energy at -0.0492 Ha. Its SMILES is C[N+](=O)[O-].C[N+](=O)[O-].C[N+](=O)[O-].C[N+](=O)[O-].

ORCA input file:
```
! RIJCOSX wB97M-V def2-TZVPD def2/J DEFGRID3
* xyz 0 1
C -0.793 -1.625 -1.464
N -0.180 -2.974 -1.304
O 0.286 -3.509 -2.283
O -0.377 -3.421 -0.188
H 0.039 -0.926 -1.553
H -1.389 -1.370 -0.588
H -1.345 -1.733 -2.398
C -0.629 -0.240 3.949
N 0.113 -1.518 4.259
O 0.338 -1.786 5.407
O 0.468 -2.283 3.340
H -0.137 0.643 4.358
H -1.658 -0.478 4.216
H -0.641 -0.159 2.862
C 0.414 2.425 -2.367
N 0.984 2.457 -3.804
O 2.068 3.026 -4.012
O 0.373 1.850 -4.710
H 1.113 1.840 -1.769
H -0.577 1.972 -2.336
H 0.368 3.465 -2.046
C 0.232 0.128 0.808
N 0.040 1.191 -0.206
O 0.773 2.173 -0.153
O -0.790 1.060 -1.093
H -0.732 -0.346 0.990
H 0.617 0.633 1.694
H 1.025 -0.495 0.393
*
```

Mulliken atomic charge list, values in e, 8 entries: -0.710, 0.971, -0.548, -0.532, 0.265, 0.265, 0.333, -0.081


Entry B
Computed, not measured: a cluster of 4 separate species, C4H12N4O8 in total, with the ωB97M-V functional and the def2-TZVPD basis.

The calculation puts the LUMO energy at -0.0099 Ha. Its SMILES is C[N+](=O)[O-].C[N+](=O)[O-].C[N+](=O)[O-].C[N+](=O)[O-].

ORCA input file:
```
! RIJCOSX wB97M-V def2-TZVPD def2/J DEFGRID3
* xyz 0 1
C 5.272 -0.420 2.684
N 4.593 0.217 3.812
O 3.494 0.714 3.611
O 5.184 0.097 4.926
H 4.691 -1.034 1.996
H 6.099 -1.023 3.060
H 5.655 0.490 2.221
C 1.591 6.286 0.903
N 2.296 5.309 0.029
O 3.128 5.835 -0.731
O 2.080 4.126 0.321
H 1.584 6.015 1.959
H 0.656 6.198 0.350
H 2.086 7.242 0.734
C -0.681 -0.536 0.146
N -1.392 -1.330 -0.931
O -0.800 -1.846 -1.908
O -2.661 -1.355 -0.915
H -1.108 -0.629 1.144
H -0.648 0.523 -0.109
H 0.305 -1.001 0.152
C -5.410 -5.010 -3.674
N -6.576 -4.532 -2.853
O -6.822 -5.126 -1.829
O -7.245 -3.559 -3.242
H -4.637 -4.285 -3.925
H -5.811 -5.437 -4.593
H -4.924 -5.927 -3.340
*
```

Mulliken atomic charge list, values in e, 8 entries: -0.687, 0.803, -0.486, -0.493, 0.266, 0.307, 0.289, -0.702


Entry C
Computed, not measured: a cluster of 4 separate species, C4H12N4O8 in total, with the ωB97M-V functional and the def2-TZVPD basis.

The calculation puts the LUMO energy at -0.0031 Ha. Its SMILES is C[N+](=O)[O-].C[N+](=O)[O-].C[N+](=O)[O-].C[N+](=O)[O-].

ORCA input file:
```
! RIJCOSX wB97M-V def2-TZVPD def2/J DEFGRID3
* xyz 0 1
C -13.492 19.449 -10.133
N -12.303 19.624 -9.280
O -12.350 19.187 -8.148
O -11.312 20.087 -9.801
H -13.586 20.221 -10.890
H -14.392 19.410 -9.529
H -13.341 18.511 -10.669
C -9.542 19.308 -6.345
N -10.435 20.065 -5.421
O -10.393 19.782 -4.240
O -11.185 20.870 -5.928
H -9.637 19.761 -7.321
H -9.928 18.287 -6.346
H -8.554 19.223 -5.904
C -8.510 19.011 -11.465
N -9.488 18.726 -12.563
O -10.134 19.654 -13.006
O -9.597 17.569 -12.904
H -9.123 19.038 -10.567
H -8.046 19.976 -11.634
H -7.774 18.219 -11.484
C -13.778 16.367 -7.387
N -13.494 15.681 -8.668
O -14.118 14.679 -8.899
O -12.688 16.204 -9.424
H -14.593 17.055 -7.610
H -12.951 16.938 -6.985
H -14.113 15.640 -6.655
*
```

Mulliken atomic charge list, values in e, 8 entries: -0.795, 0.898, -0.447, -0.558, 0.323, 0.298, 0.285, -0.617


Stability comparison, relative energies in kJ/mol: entry A 320.4; entry B 158.6; entry C 0.0


Entry A
Computed, not measured: the ion C5H6NO with charge +1, with the ωB97M-V functional and the def2-TZVPD basis.

The calculation puts the LUMO energy (spin up / spin down) at -0.2500 / -0.2500 Ha.

ORCA input file:
```
! RIJCOSX wB97M-V def2-TZVPD def2/J DEFGRID3
* xyz 1 1
C 0.203 -0.232 -0.351
C 1.770 -0.396 -0.116
C 3.102 -1.015 -0.423
C -1.002 0.002 -0.150
C -2.402 0.188 -0.060
N 2.251 0.731 0.459
O 1.853 1.949 0.403
H 3.029 -1.645 -1.309
H 3.984 -0.837 0.281
H 0.975 2.222 -0.129
H -2.552 0.624 0.913
H -2.912 -0.692 -0.259
H -2.834 0.859 -0.811
*
```

Mulliken atomic charge list, values in e, 8 entries: -0.646, 0.569, -0.428, 1.040, -1.257, -0.080, -0.212, 0.301


Entry B
Computed, not measured: the ion C5H6NO with charge +1, with the ωB97M-V functional and the def2-TZVPD basis.

The calculation puts the LUMO energy at -0.2426 Ha. Its SMILES is C/C=C1\CC1=[N+]=O.

ORCA input file:
```
! RIJCOSX wB97M-V def2-TZVPD def2/J DEFGRID3
* xyz 1 1
C -2.137 -0.618 0.095
C -0.603 -0.902 0.012
C 0.252 0.065 -0.003
C 0.633 1.408 -0.046
C 1.773 0.387 0.131
N 2.871 -0.076 0.108
O 3.934 -0.517 0.009
H -2.601 -1.303 0.691
H -2.446 -0.750 -0.988
H -2.289 0.417 0.618
H -0.533 -1.996 -0.204
H 0.695 1.746 -1.098
H 0.452 2.139 0.676
*
```

Mulliken atomic charge list, values in e, 8 entries: -1.015, -0.103, 0.267, -0.074, -0.156, 0.595, -0.370, 0.377


Stability comparison, relative energies in kJ/mol: entry A 99.7; entry B 0.0